{"formula": "C15H22N2O4S2", "method": "ωB97M-V with the def2-TZVPD basis set", "e_homo_ev": -9.409, "energy_ha": -1791.59768, "relative_energy_kj_mol": 35.32, "smiles": "Cc1ccc(S(=O)(=O)N2CCCC2)cc1S(=O)(=O)N1CCCC1", "species": ["C", "C", "C", "C", "C", "C", "C", "H", "H", "S", "O", "O", "N", "C", "H", "H", "C", "H", "H", "C", "H", "H", "C", "H", "H", "H", "S", "O", "O", "N", "C", "H", "C", "H", "H", "C", "H", "H", "C", "H", "H", "H", "H", "H", "H"], "xyz": [[3.75539, -2.14313, -0.06095], [2.87533, -0.96468, -0.30116], [1.71411, -0.79444, 0.44848], [0.87881, 0.28423, 0.24353], [1.20270, 1.21378, -0.72478], [2.34933, 1.07720, -1.48317], [3.18142, -0.00734, -1.26748], [4.08121, -0.11934, -1.85392], [2.57563, 1.82821, -2.22307], [0.09129, 2.57642, -1.05016], [0.85513, 3.75485, -1.33675], [-0.88133, 2.63035, 0.00801], [-0.58111, 2.03094, -2.48858], [-1.75403, 1.17986, -2.31996], [-1.50004, 0.15177, -2.59265], [-2.04840, 1.20459, -1.26827], [-2.85039, 1.76769, -3.22230], [-3.83315, 1.70195, -2.76104], [-2.87457, 1.23857, -4.17564], [-2.39182, 3.20934, -3.43924], [-2.66162, 3.82548, -2.58094], [-2.79952, 3.65371, -4.34448], [-0.87528, 3.04216, -3.49322], [-0.55888, 2.66156, -4.47034], [-0.31642, 3.94564, -3.25805], [-0.01129, 0.41639, 0.83558], [1.29147, -2.01743, 1.70044], [1.02423, -3.25508, 1.01661], [2.33028, -2.01178, 2.69307], [-0.11671, -1.39480, 2.34453], [-0.10552, -1.05799, 3.75751], [0.92549, -1.00816, 4.10093], [-0.92143, -2.16924, 4.41504], [-1.30038, -1.88995, 5.39558], [-0.30305, -3.06250, 4.50966], [-2.03315, -2.39541, 3.38952], [-2.43722, -3.40454, 3.42764], [-2.84557, -1.68856, 3.56040], [-1.35482, -2.10150, 2.03983], [-1.10211, -3.01300, 1.49543], [-1.98206, -1.47328, 1.39999], [-0.58700, -0.08337, 3.88956], [3.18220, -3.06015, -0.18715], [4.60581, -2.14535, -0.73749], [4.10709, -2.13364, 0.96945]], "forces_ev_per_angstrom": [[0.196, -0.133, -0.026], [0.054, 0.002, -0.053], [-0.235, -0.224, 0.346], [-0.219, 0.225, 0.061], [-0.340, 0.320, 0.041], [0.045, 0.060, -0.012], [-0.173, -0.001, 0.137], [0.082, -0.026, -0.036], [0.117, 0.044, -0.141], [0.196, -0.449, -0.239], [0.140, -0.082, -0.212], [0.039, -0.217, -0.042], [0.520, 0.471, 0.844], [-0.374, -0.752, 0.258], [-0.112, 0.034, 0.052], [-0.132, -0.144, -0.146], [0.105, 0.104, 0.019], [-0.031, -0.070, -0.021], [-0.051, -0.019, -0.006], [0.125, -0.133, -0.051], [-0.014, 0.069, 0.004], [-0.031, 0.063, -0.004], [-0.004, 0.604, -0.337], [-0.010, 0.085, 0.045], [-0.036, 0.010, -0.225], [-0.094, -0.001, 0.069], [-0.134, 0.333, -0.248], [-0.192, 0.187, -0.015], [-0.144, 0.224, 0.081], [1.048, -0.504, -0.365], [0.229, 0.213, 0.680], [-0.136, 0.137, 0.138], [-0.002, 0.139, -0.134], [0.024, -0.026, 0.056], [0.041, -0.016, 0.050], [0.121, 0.073, 0.043], [-0.066, 0.007, -0.028], [-0.040, -0.032, 0.006], [-0.554, -0.364, -0.599], [-0.233, 0.087, 0.035], [-0.019, -0.111, 0.022], [0.050, -0.037, 0.043], [0.090, -0.089, -0.059], [0.035, -0.015, -0.022], [0.123, -0.044, -0.006]], "lowdin_charge": [-0.037, -0.234, -0.189, -0.029, -0.254, -0.035, -0.008, 0.117, 0.120, 0.683, -0.282, -0.292, -0.227, -0.193, 0.120, 0.103, -0.159, 0.110, 0.110, -0.161, 0.118, 0.111, -0.195, 0.125, 0.107, 0.110, 0.699, -0.282, -0.278, -0.248, -0.192, 0.108, -0.157, 0.111, 0.118, -0.155, 0.109, 0.109, -0.181, 0.104, 0.117, 0.128, 0.084, 0.084, 0.085]}